Below is C4H5GdLiO6 as an isolated structure at a distorted geometry, with properties calculated with ωB97M-V with the def2-TZVPD basis set.

Geometry as XYZ:
```
17
Properties=species:S:1:pos:R:3:forces:R:3
O 1.019 -1.489 2.480 0.0 0.9 0.1
C 1.641 -2.491 1.695 0.3 -0.6 -0.1
C 0.735 -2.935 0.545 0.4 -0.3 0.4
O -0.089 -1.905 0.023 -0.6 1.9 -0.9
C 0.491 -0.813 -0.596 2.7 -3.0 -1.9
O 1.667 -0.491 -0.271 -2.1 0.7 0.6
O -0.068 -0.464 -1.714 -0.6 1.1 1.3
H 0.532 -1.818 3.237 -0.1 -0.2 0.0
H 1.879 -3.375 2.306 0.0 0.3 -0.2
H 2.570 -2.050 1.321 -0.2 -0.2 0.1
H 0.018 -3.684 0.904 0.2 0.2 -0.2
H 1.352 -3.373 -0.254 -0.2 0.1 0.2
O -1.730 1.623 -0.021 -0.8 -0.6 0.5
C -0.715 1.110 0.622 -1.9 3.2 4.4
O -0.624 1.334 1.852 1.3 -1.8 -3.0
Li 1.071 0.253 1.578 0.4 -0.4 0.3
Gd -0.781 1.701 -1.803 1.3 -1.1 -1.7
```
Forces are in eV/Å.

Values from the calculation:
LUMO energy (spin up / spin down): -4.941 / -5.982 eV
2S+1: 8
Total charge: +1
Highest occupied orbital energy (spin up / spin down): -0.496 / -0.444 Ha
Energy: -37548.250 eV